Below is a cluster of 11 separate species, C36H80F33N5O4P5S in total in a non-equilibrium geometry, with properties calculated with ωB97M-V/def2-TZVPD.

Output
- frontier orbital gap (eV) = 4.80
- HOMO energy (eV) = -5.66
- total energy (a.u.) = -7395.7803
- charge = -1

Bonds (Å) are listed after each position.
Positions of all 164 atoms, in Å:
1 C 9.79 -0.17 3.50  C2 1.553, H8 1.090, H9 1.090, H10 1.090
2 C 8.93 -1.38 3.04  C1 1.553, O3 1.250, N4 1.558
3 O 9.47 -2.42 2.62  C2 1.250
4 N 7.38 -1.31 3.20  C2 1.558, H5 1.010, H6 1.010, C7 1.591
5 H 7.31 -0.63 3.95  N4 1.010
6 H 6.94 -1.02 2.34  N4 1.010
7 C 6.84 -2.71 3.71  N4 1.591, H11 1.090, H12 1.090, H13 1.090
8 H 9.96 -0.03 4.57  C1 1.090
9 H 9.56 0.74 2.95  C1 1.090
10 H 10.72 -0.45 3.01  C1 1.090
11 H 6.86 -3.31 2.80  C7 1.090
12 H 5.82 -2.70 4.11  C7 1.090
13 H 7.54 -3.34 4.26  C7 1.090
14 C -2.13 1.39 -7.51  C15 1.551, H23 1.090, H24 1.090, H25 1.090
15 C -1.96 2.35 -6.31  C14 1.551, C16 1.538, H26 1.090, H27 1.090
16 C -0.69 3.22 -6.26  C15 1.538, N17 1.544, H28 1.090, H29 1.090
17 N 0.51 2.67 -5.47  C16 1.544, C18 1.573, C19 1.526, C22 1.564
18 C 0.24 2.76 -3.92  N17 1.573, H30 1.090, H31 1.090, H32 1.090
19 C 1.77 3.40 -5.92  N17 1.526, C20 1.576, H33 1.090, H34 1.090
20 C 3.01 2.49 -5.58  C19 1.576, C21 1.516, H35 1.090, H36 1.090
21 C 2.35 1.13 -5.48  C20 1.516, C22 1.509, H37 1.090, H38 1.090
22 C 0.91 1.23 -5.94  N17 1.564, C21 1.509, H39 1.090, H40 1.090
23 H -1.28 0.71 -7.41  C14 1.090
24 H -2.01 1.86 -8.49  C14 1.090
25 H -3.14 0.98 -7.56  C14 1.090
26 H -2.17 1.75 -5.42  C15 1.090
27 H -2.82 3.01 -6.39  C15 1.090
28 H -1.08 4.13 -5.80  C16 1.090
29 H -0.57 3.56 -7.29  C16 1.090
30 H 1.12 2.47 -3.34  C18 1.090
31 H -0.56 2.04 -3.76  C18 1.090
32 H -0.28 3.66 -3.60  C18 1.090
33 H 1.71 4.38 -5.44  C19 1.090
34 H 1.68 3.56 -7.00  C19 1.090
35 H 3.40 2.76 -4.59  C20 1.090
36 H 3.81 2.61 -6.32  C20 1.090
37 H 2.51 0.56 -4.57  C21 1.090
38 H 2.82 0.52 -6.24  C21 1.090
39 H 0.32 0.56 -5.31  C22 1.090
40 H 0.82 1.23 -7.03  C22 1.090
41 C -6.95 1.76 -4.59  C42 1.554, H50 1.090, H51 1.090, H52 1.090
42 C -5.85 1.23 -3.63  C41 1.554, C43 1.561, H53 1.090, H54 1.090
43 C -5.49 2.16 -2.43  C42 1.561, N44 1.565, H55 1.090, H56 1.090
44 N -4.85 1.43 -1.20  C43 1.565, C45 1.495, C46 1.565, C49 1.552
45 C -5.78 0.56 -0.42  N44 1.495, H57 1.090, H58 1.090, H59 1.090
46 C -3.59 0.67 -1.74  N44 1.565, C47 1.490, H60 1.090, H61 1.090
47 C -2.57 0.90 -0.68  C46 1.490, C48 1.598, H62 1.090, H63 1.090
48 C -2.80 2.39 -0.18  C47 1.598, C49 1.504, H64 1.090, H65 1.090
49 C -4.30 2.52 -0.24  N44 1.552, C48 1.504, H66 1.090, H67 1.090
50 H -6.87 2.83 -4.73  C41 1.090
51 H -7.91 1.58 -4.10  C41 1.090
52 H -6.86 1.46 -5.63  C41 1.090
53 H -4.94 0.98 -4.18  C42 1.090
54 H -6.17 0.27 -3.23  C42 1.090
55 H -6.41 2.56 -2.01  C43 1.090
56 H -4.84 2.98 -2.76  C43 1.090
57 H -6.17 -0.26 -1.02  C45 1.090
58 H -6.51 1.26 0.00  C45 1.090
59 H -5.15 0.22 0.40  C45 1.090
60 H -3.80 -0.37 -2.02  C46 1.090
61 H -3.32 1.20 -2.66  C46 1.090
62 H -2.62 0.16 0.12  C47 1.090
63 H -1.65 0.73 -1.25  C47 1.090
64 H -2.42 2.57 0.83  C48 1.090
65 H -2.34 3.10 -0.87  C48 1.090
66 H -4.64 2.50 0.80  C49 1.090
67 H -4.48 3.54 -0.59  C49 1.090
68 C 2.14 -1.70 4.59  C69 1.545, H77 1.090, H78 1.090, H79 1.090
69 C 1.60 -0.43 3.89  C68 1.545, C70 1.557, H80 1.090, H81 1.090
70 C 1.81 -0.60 2.35  C69 1.557, N71 1.576, H82 1.090, H83 1.090
71 N 1.47 0.77 1.64  C70 1.576, C72 1.595, C73 1.564, C76 1.570
72 C 0.00 1.28 1.97  N71 1.595, H84 1.090, H85 1.090, H86 1.090
73 C 1.54 0.63 0.08  N71 1.564, C74 1.558, H87 1.090, H88 1.090
74 C 1.80 2.04 -0.52  C73 1.558, C75 1.563, H89 1.090, H90 1.090
75 C 2.34 2.83 0.72  C74 1.563, C76 1.449, H91 1.090, H92 1.090
76 C 2.53 1.91 1.82  N71 1.570, C75 1.449, H93 1.090, H94 1.090
77 H 3.22 -1.84 4.56  C68 1.090
78 H 1.58 -2.57 4.23  C68 1.090
79 H 1.83 -1.76 5.64  C68 1.090
80 H 2.07 0.44 4.35  C69 1.090
81 H 0.56 -0.43 4.20  C69 1.090
82 H 1.13 -1.35 1.96  C70 1.090
83 H 2.75 -0.95 1.94  C70 1.090
84 H -0.18 1.37 3.04  C72 1.090
85 H -0.73 0.72 1.38  C72 1.090
86 H -0.12 2.28 1.56  C72 1.090
87 H 0.68 0.03 -0.21  C73 1.090
88 H 2.46 0.07 -0.07  C73 1.090
89 H 0.88 2.47 -0.94  C74 1.090
90 H 2.37 2.20 -1.43  C74 1.090
91 H 1.73 3.67 1.07  C75 1.090
92 H 3.31 3.31 0.61  C75 1.090
93 H 2.41 2.45 2.76  C76 1.090
94 H 3.50 1.44 1.95  C76 1.090
95 C -2.12 -2.57 2.38  C96 1.538, H104 1.090, H105 1.090, H106 1.090
96 C -2.00 -3.76 1.42  C95 1.538, C97 1.612, H107 1.090, H108 1.090
97 C -3.19 -4.83 1.48  C96 1.612, N98 1.578, H109 1.090, H110 1.090
98 N -2.68 -6.24 1.00  C97 1.578, C99 1.574, C100 1.575, C103 1.587
99 C -1.72 -6.90 2.06  N98 1.574, H111 1.090, H112 1.090, H113 1.090
100 C -1.89 -6.18 -0.37  N98 1.575, C101 1.529, H114 1.090, H115 1.090
101 C -2.15 -7.57 -0.95  C100 1.529, C102 1.457, H116 1.090, H117 1.090
102 C -3.58 -7.73 -0.73  C101 1.457, C103 1.445, H118 1.090, H119 1.090
103 C -3.87 -7.21 0.59  N98 1.587, C102 1.445, H120 1.090, H121 1.090
104 H -2.99 -1.92 2.25  C95 1.090
105 H -1.15 -2.07 2.38  C95 1.090
106 H -2.20 -3.03 3.36  C95 1.090
107 H -0.97 -4.13 1.44  C96 1.090
108 H -2.05 -3.52 0.36  C96 1.090
109 H -4.01 -4.49 0.84  C97 1.090
110 H -3.42 -5.04 2.53  C97 1.090
111 H -2.32 -7.15 2.93  C99 1.090
112 H -1.00 -6.14 2.39  C99 1.090
113 H -1.27 -7.80 1.63  C99 1.090
114 H -0.87 -5.82 -0.26  C100 1.090
115 H -2.29 -5.32 -0.91  C100 1.090
116 H -1.45 -8.26 -0.46  C101 1.090
117 H -1.88 -7.66 -2.00  C101 1.090
118 H -3.93 -8.76 -0.80  C102 1.090
119 H -4.09 -7.26 -1.56  C102 1.090
120 H -4.23 -7.89 1.36  C103 1.090
121 H -4.70 -6.50 0.49  C103 1.090
122 C 4.38 5.83 -1.25  F123 1.330, F124 1.304, F125 1.332, S126 1.946
123 F 4.79 4.72 -1.85  C122 1.330
124 F 3.15 5.59 -0.86  C122 1.304
125 F 5.10 6.01 -0.15  C122 1.332
126 S 4.48 7.39 -2.41  C122 1.946, O127 1.432, O128 1.445, O129 1.489
127 O 4.45 7.09 -3.80  S126 1.432
128 O 3.22 7.98 -2.03  S126 1.445
129 O 5.71 8.11 -1.95  S126 1.489
130 P -0.58 -1.77 -2.84  F131 1.619, F132 1.653, F133 1.687, F134 1.698, F135 1.632, F136 1.616
131 F 0.32 -1.91 -4.18  P130 1.619
132 F -1.47 -3.15 -3.01  P130 1.653
133 F 0.54 -2.70 -1.98  P130 1.687
134 F -1.58 -1.64 -1.47  P130 1.698
135 F 0.28 -0.42 -2.53  P130 1.632
136 F -1.67 -0.91 -3.66  P130 1.616
137 P -4.36 0.90 3.73  F138 1.586, F139 1.570, F140 1.664, F141 1.616, F142 1.661, F143 1.595
138 F -3.16 1.12 2.71  P137 1.586
139 F -3.78 1.93 4.76  P137 1.570
140 F -5.26 2.09 3.00  P137 1.664
141 F -5.63 0.62 4.70  P137 1.616
142 F -5.09 -0.23 2.75  P137 1.661
143 F -3.46 -0.22 4.43  P137 1.595
144 P 2.15 6.21 3.09  F145 1.583, F146 1.636, F147 1.587, F148 1.596, F149 1.637, F150 1.657
145 F 1.09 6.07 1.93  P144 1.583
146 F 2.28 7.81 2.79  P144 1.636
147 F 0.90 6.65 3.97  P144 1.587
148 F 3.30 6.28 4.20  P144 1.596
149 F 1.91 4.65 3.54  P144 1.637
150 F 3.33 5.78 2.01  P144 1.657
151 P -0.06 -0.39 7.98  F152 1.605, F153 1.658, F154 1.605, F155 1.597, F156 1.664, F157 1.614
152 F 0.27 1.06 8.58  P151 1.605
153 F -0.03 0.28 6.46  P151 1.658
154 F 1.48 -0.70 7.69  P151 1.605
155 F -0.38 -1.83 7.37  P151 1.597
156 F 0.12 -0.95 9.53  P151 1.664
157 F -1.66 -0.16 8.10  P151 1.614
158 P 3.16 -4.70 2.37  F159 1.665, F160 1.615, F161 1.675, F162 1.609, F163 1.563, F164 1.634
159 F 1.54 -4.80 2.74  P158 1.665
160 F 3.52 -6.15 2.98  P158 1.615
161 F 2.82 -5.27 0.84  P158 1.675
162 F 4.73 -4.61 2.01  P158 1.609
163 F 2.92 -3.30 1.73  P158 1.563
164 F 3.42 -4.08 3.86  P158 1.634

Below is a cluster of 3 separate species, C21H36ClN3O9S2 in total in a non-equilibrium geometry, with properties calculated with ωB97M-V/def2-TZVPD.

Output
- frontier orbital gap (eV) = 7.60
- HOMO energy (eV) = -8.98
- total energy (a.u.) = -2919.2469
- charge = 0
- structure (SMILES) = CC(=O)N(C)[C@H]1[C@@H](CCCCS(=O)(=O)Cl)C(=O)N[C@]1(N=C=O)S(C)(=O)=O.C1CCOC1.C1CCOC1
- relative energy (zero: lowest compared OMol25 entry of this formula, charge and spin) (eV) = 12.087

Bonds (Å) are listed after each position.
Positions of all 72 atoms, in Å:
1 C 1.69 2.32 -0.66  C2 1.637, H27 1.172, H28 1.187, H29 1.194
2 C 0.10 2.31 -0.25  C1 1.637, O3 1.350, N4 1.544
3 O -0.30 3.26 0.63  C2 1.350
4 N -0.95 1.31 -0.77  C2 1.544, C5 1.487, C6 1.493
5 C -2.15 2.14 -1.05  N4 1.487, H30 1.195, H31 1.191, H32 1.165
6 C -1.06 0.28 0.30  N4 1.493, C7 1.632, C19 1.679, H33 1.200
7 C -2.23 0.25 1.43  C6 1.632, C8 1.620, C16 1.678, H34 1.180
8 C -3.67 -0.46 1.21  C7 1.620, C9 1.627, H35 1.195, H36 1.194
9 C -4.45 -0.21 -0.19  C8 1.627, C10 1.670, H37 1.195, H38 1.168
10 C -5.55 1.04 -0.03  C9 1.670, C11 1.639, H39 1.185, H40 1.194
11 C -5.88 1.82 -1.43  C10 1.639, S12 1.879, H41 1.185, H42 1.194
12 S -5.53 3.66 -1.41  C11 1.879, O13 1.577, O14 1.566, Cl15 2.093
13 O -4.43 3.92 -2.51  S12 1.577
14 O -4.89 4.17 -0.07  S12 1.566
15 Cl -7.27 4.70 -1.91  S12 2.093
16 C -1.49 -0.89 2.41  C7 1.678, O17 1.334, N18 1.545
17 O -1.37 -0.92 3.73  C16 1.334
18 N -1.03 -1.91 1.34  C16 1.545, C19 1.546, H43 1.044
19 C -0.81 -1.34 -0.08  C6 1.679, N18 1.546, N20 1.508, S23 1.912
20 N -1.84 -2.04 -0.93  C19 1.508, C21 1.398
21 C -1.75 -1.65 -2.27  N20 1.398, O22 1.363
22 O -2.03 -0.89 -3.36  C21 1.363
23 S 1.00 -1.87 -0.34  C19 1.912, C24 1.872, O25 1.579, O26 1.578
24 C 1.63 -1.54 -2.07  S23 1.872, H44 1.189, H45 1.183, H46 1.194
25 O 1.96 -1.13 0.67  S23 1.579
26 O 1.19 -3.42 -0.11  S23 1.578
27 H 1.91 2.17 -1.81  C1 1.172
28 H 2.30 1.57 0.03  C1 1.187
29 H 2.11 3.40 -0.38  C1 1.194
30 H -1.77 3.17 -1.52  C5 1.195
31 H -2.75 1.62 -1.94  C5 1.191
32 H -2.82 2.45 -0.15  C5 1.165
33 H -0.08 0.49 0.97  C6 1.200
34 H -2.28 1.36 1.85  C7 1.180
35 H -4.39 -0.06 2.08  C8 1.195
36 H -3.66 -1.64 1.38  C8 1.194
37 H -5.13 -1.17 -0.38  C9 1.195
38 H -3.78 -0.11 -1.15  C9 1.168
39 H -5.26 1.76 0.87  C10 1.185
40 H -6.57 0.53 0.31  C10 1.194
41 H -5.20 1.31 -2.27  C11 1.185
42 H -7.03 1.65 -1.69  C11 1.194
43 H -0.18 -2.29 1.81  N18 1.044
44 H 2.73 -1.96 -2.26  C24 1.189
45 H 1.60 -0.40 -2.39  C24 1.183
46 H 0.95 -2.13 -2.85  C24 1.194
47 C 5.32 -1.76 -5.62  C48 1.507, C51 1.513, H52 1.093, H53 1.097
48 C 5.23 -0.26 -5.53  C47 1.507, C49 1.513, H54 1.096, H55 1.093
49 C 4.00 -0.07 -4.67  C48 1.513, O50 1.434, H56 1.095, H57 1.094
50 O 3.93 -1.19 -3.79  C49 1.434, C51 1.434
51 C 4.86 -2.19 -4.24  C47 1.513, O50 1.434, H58 1.095, H59 1.093
52 H 6.32 -2.13 -5.87  C47 1.093
53 H 4.62 -2.13 -6.38  C47 1.097
54 H 6.11 0.14 -5.02  C48 1.096
55 H 5.15 0.23 -6.51  C48 1.093
56 H 3.09 -0.05 -5.28  C49 1.095
57 H 4.04 0.86 -4.09  C49 1.094
58 H 5.70 -2.20 -3.53  C51 1.095
59 H 4.38 -3.17 -4.24  C51 1.093
60 C 2.79 -1.63 6.50  C61 1.507, C64 1.513, H65 1.093, H66 1.097
61 C 1.62 -1.40 5.57  C60 1.507, C62 1.513, H67 1.096, H68 1.093
62 C 0.95 -0.20 6.21  C61 1.513, O63 1.434, H69 1.095, H70 1.094
63 O 1.98 0.56 6.85  C62 1.434, C64 1.434
64 C 3.18 -0.22 6.88  C60 1.513, O63 1.434, H71 1.095, H72 1.093
65 H 3.60 -2.19 6.04  C60 1.093
66 H 2.45 -2.18 7.39  C60 1.097
67 H 1.98 -1.13 4.58  C61 1.096
68 H 0.95 -2.26 5.48  C61 1.093
69 H 0.23 -0.51 6.98  C62 1.095
70 H 0.42 0.42 5.48  C62 1.094
71 H 3.87 0.21 6.15  C64 1.095
72 H 3.63 -0.17 7.87  C64 1.093

> What is the frontier orbital gap in the second record?

7.60 eV